[1]
A 4-piece molecular cluster, C18H36BBr2ClNO6S overall. Source: the Open Molecules 2025 dataset; level of theory: ωB97M-V with the def2-TZVPD basis set.

Structure (XYZ):
```
66
Properties=species:S:1:pos:R:3:mulliken_charge:R:1
H -0.3109 0.5938 -0.5868 0.243
C -0.4842 -0.6288 1.1949 -0.794
H 0.1276 -8.6016 -9.2670 0.299
H 2.7993 -7.1564 -6.9130 0.287
B 2.6826 -2.9002 -0.3600 0.167
H 1.7779 -0.5574 -2.4595 0.297
C 1.4775 -2.6630 -2.6476 0.094
H -1.4447 1.1936 0.6020 0.334
H 2.6028 -6.1189 -5.4903 0.065
C -0.4858 0.7020 0.4720 -0.883
C 1.0295 -1.3131 -2.2565 -0.759
C 1.2451 -5.6578 -7.0866 -0.194
Cl 3.7508 -4.3034 0.4223 -0.448
H 4.1912 -1.6002 0.3630 0.218
H -0.1864 5.2443 4.2664 0.210
C 1.3391 -2.7898 0.6232 -0.985
H 1.0710 -4.6426 -6.7384 0.044
H 1.5474 4.9078 5.9965 0.317
O 1.2115 -5.5838 -8.5235 -0.370
O 1.0179 3.7422 3.6589 -0.371
O 0.7327 -6.4504 -10.4863 -0.590
H -0.9466 -1.3865 0.5827 0.486
H 3.1164 -0.8349 -0.6505 0.199
C -4.4708 7.3389 2.5623 -1.042
N 3.5950 -1.7005 -0.4443 -0.670
H -3.9902 8.3171 2.5570 0.309
H 0.4379 -2.8717 0.0285 0.290
O 1.8914 2.0840 2.4998 -0.560
H -5.2536 7.3647 3.3209 0.269
C 0.6396 4.3043 5.9950 -0.991
H 0.1593 -1.0564 -2.8412 0.606
H 0.9099 3.3149 6.3660 0.288
C -3.4502 6.2573 2.8493 -0.411
H -0.3264 1.7240 4.8344 0.237
S 1.1892 -1.2494 1.5901 -0.033
H 1.3350 1.1747 5.1428 0.275
C -4.6397 5.6435 5.4176 -1.086
Br 2.8265 -5.1035 -2.5803 -0.203
C 2.2240 -3.4001 -1.8921 0.335
Br 0.8560 -3.1727 -4.4150 -0.211
H -0.0800 4.7482 6.6835 0.311
H 1.8297 -8.4757 -8.7981 0.238
H -5.0424 5.1660 4.5273 0.352
H -4.9385 7.1725 1.5918 0.365
O -2.4828 6.1792 6.2355 -0.543
H -5.2572 6.5016 5.6790 0.269
H 0.3028 1.3202 0.8578 0.177
H 0.5421 -8.0341 -7.6599 0.319
C -3.2047 6.0991 5.2802 0.820
O -2.7540 6.4939 4.0758 -0.353
H -0.8651 3.6607 4.5573 0.285
H 3.3811 -5.4968 -6.9529 0.287
C 0.0614 4.2369 4.5976 -0.178
H 1.3296 -3.6270 1.2944 0.553
C 0.6047 1.4058 4.3689 -0.544
C 0.8481 -8.0142 -8.7027 -0.882
H -1.0632 -0.5754 2.1053 0.521
H 0.4165 -6.2599 -6.7119 0.294
H -4.6875 4.9171 6.2247 0.320
H -3.8899 5.2591 2.8391 0.373
C 1.2054 2.4209 3.4219 0.700
C 2.5841 -6.1395 -6.5787 -0.640
H 0.7436 -1.2589 -1.2211 -0.382
C 0.9018 -6.6273 -9.3070 0.710
H 0.3998 0.4982 3.8053 -0.007
H -2.6800 6.2655 2.0802 0.367
```

The calculated total energy comes out at -7245.044184 Ha. The relative energy (zero: lowest compared OMol25 entry of this formula, charge and spin) is 0.0000 eV. The value obtained for the lowest unoccupied orbital energy is 0.0612 hartree. As for the spin multiplicity: 1. As for the total charge: -1. The calculation puts the gap between HOMO and LUMO at 6.55 eV.

[2]
C18H36BrMnNO5Si as an isolated structure. Source: the Open Molecules 2025 dataset; level of theory: ωB97M-V with the def2-TZVPD basis set.

Structure (XYZ):
```
63
Properties=species:S:1:pos:R:3:lowdin_spin:R:1
H -1.9048 -7.1797 0.7813 0.000
H -2.8313 1.3585 2.0651 0.000
C 1.1526 -5.5754 -2.0133 0.000
H 0.9599 3.5427 -0.6550 0.001
H 2.2769 -3.7908 -1.4562 0.000
H -4.2035 -4.9882 -1.2281 0.000
H -0.2742 -7.8278 0.5337 0.000
H 2.1466 -7.3639 -2.6441 0.000
H -2.2185 -3.1512 -2.4148 0.000
C 1.1305 -5.6507 1.5176 0.000
H -0.8226 -7.3994 2.1528 0.000
H -3.2670 -4.2619 -3.2976 0.000
H -0.7100 3.0071 -0.9110 0.000
H -0.1650 2.0160 3.5817 -0.005
H 3.2445 -5.1180 -2.0935 0.000
C 2.3924 -4.8757 -1.4512 0.000
Mn -0.3282 -0.2429 0.2463 3.143
H -1.2117 0.5943 3.3524 0.000
C -0.3061 -5.6753 0.9805 0.001
C 0.2280 2.7777 -0.4002 0.001
Br -0.0479 -2.2539 -0.7778 0.050
H -0.3182 3.7075 1.4478 -0.003
C -3.2397 -5.0015 -0.7125 0.000
N -0.7990 1.6435 1.5690 -0.105
C -2.2808 -4.1537 -2.8402 0.000
H 1.7698 -6.3836 1.0262 0.000
C 0.0765 2.7482 1.1065 -0.004
H -2.4801 2.9524 1.3723 -0.004
H -3.2856 -5.7967 0.0309 0.000
H 1.0647 2.6071 1.5463 0.000
H 1.5648 -7.4692 -0.9878 0.000
H -0.8662 -3.6721 1.6762 0.001
C 0.8161 0.2895 2.7380 0.002
H 1.1281 1.5595 -1.6746 0.002
C -0.4166 1.1958 2.9100 -0.008
H 0.4337 -7.6240 -2.3489 0.000
C -2.2216 1.8949 1.3378 -0.008
H -2.2205 -4.8184 1.6426 0.000
H 1.1010 -5.9146 2.5771 0.000
O -3.3664 1.8263 -0.8063 -0.009
C -0.8645 -7.1058 1.1014 0.000
H -1.5446 -4.2410 -3.6356 0.000
C 1.3167 -7.0962 -1.9831 0.000
O -1.8615 0.2376 -0.2931 -0.060
C -2.1380 -5.2333 -1.7605 0.001
H 0.6707 -4.0027 -3.4432 0.000
H 1.5811 -4.6602 1.4352 0.000
C -1.1546 -4.7134 1.8343 0.001
H 2.6513 -5.2027 -0.4484 0.000
H -2.1990 -7.4290 -1.6403 0.000
O 0.7079 1.4819 -0.8089 0.053
H 0.0912 -5.6203 -3.9284 0.000
H -3.1241 -4.0390 -0.2108 0.000
O 0.6197 -0.4694 1.6316 -0.054
C -2.5920 1.3528 -0.0557 0.002
H -3.3099 -6.6974 -2.7960 0.000
O 1.7742 0.2590 3.4206 -0.004
Si -0.4115 -5.2237 -0.8876 0.004
C -2.3025 -6.6299 -2.3780 0.000
H -0.9856 -4.9496 2.8873 0.000
C 0.8901 -5.0717 -3.4315 0.000
H 1.7958 -5.2227 -4.0263 0.000
H -1.6003 -6.8101 -3.1925 0.000
```

The calculated total energy comes out at -5152.341050 Ha. The value obtained for the lowest unoccupied orbital energy (alpha / beta) is -0.3820 / -0.3095 hartree. As for the spin multiplicity: 4. As for the total charge: +2. The calculation puts the gap between HOMO and LUMO (alpha / beta) at 4.71 / 6.68 eV.

[3]
C18H36Cl2FHfO4 as an isolated structure. Source: the Open Molecules 2025 dataset; level of theory: ωB97M-V with the def2-TZVPD basis set.

Structure (XYZ):
```
62
Properties=species:S:1:pos:R:3:mulliken_charge:R:1
C 1.9590 3.4015 -2.4243 -0.798
H -3.6687 1.5812 3.2735 -0.011
F -0.5376 -1.1530 0.8961 -0.358
Hf 0.4996 -0.1644 -0.0711 2.744
C 1.0550 -0.2069 4.1752 -0.569
H 3.5817 -4.3710 0.4835 0.391
H -0.5403 -2.7415 -3.5930 0.320
H -1.6435 -2.5520 -1.0267 0.342
C -2.4402 -1.7771 -2.9751 -0.563
H 2.5505 1.2347 -2.7080 0.418
H -1.0796 0.1834 4.5643 0.304
C -5.6936 0.7802 3.1443 -0.353
C 0.7061 3.9332 -1.8753 -0.706
H 0.6850 -0.5000 -3.0138 0.349
C -1.0507 -1.7810 -3.6558 -0.756
C -4.5953 1.8035 2.7969 -0.243
H -0.1795 2.2382 2.6630 0.388
H -5.9398 1.0925 4.1621 0.274
C 2.9097 -3.7666 -0.1359 -0.748
H -0.8147 0.3029 -3.4016 0.150
H 2.8513 3.5867 -1.8358 0.323
H -2.7452 -1.2364 -0.8693 0.362
O 2.1385 -1.4671 -0.3564 -0.515
H 1.2838 -2.7861 1.0398 0.581
H 3.1620 -0.9709 -2.0446 0.196
H 2.8556 -2.1471 1.3914 0.320
H 1.0285 1.9117 -3.3304 0.387
H -0.2979 2.9483 -0.1721 0.433
Cl -5.1092 -0.8531 3.1651 -0.166
H 4.4452 -3.4907 -1.7938 0.483
H 2.3697 1.1881 3.1232 0.340
C 1.8705 0.2298 2.9939 -0.222
H 1.7719 -0.0495 4.9864 0.407
H -4.8801 2.7889 3.1143 0.389
C -0.3851 -0.6339 -3.0101 -0.199
O 0.8792 1.5887 -1.2756 -0.478
H 2.1341 -2.2583 -2.3827 0.219
C 2.2453 -2.6754 0.6654 -0.555
H -2.9071 -0.8450 -3.1963 0.307
H -0.9381 2.6483 -1.7718 0.221
C 0.0242 2.8348 -1.2195 -0.241
C -2.0036 -1.6671 -1.5353 -0.450
H 2.2363 3.8658 -3.3640 0.440
H 2.4962 -0.4057 2.3799 0.047
H -0.1765 1.5768 4.9151 0.418
H -6.5893 0.7454 2.5307 0.348
C -0.2126 0.7330 4.2271 -0.711
H -1.2379 0.8186 2.3264 0.089
H -3.1388 -2.6598 -3.1408 0.377
O 0.7468 0.5542 2.0005 -0.666
Cl -4.1697 1.8203 1.0466 -0.193
H -1.2173 -1.5339 -4.6988 0.406
C 3.8401 -2.9627 -1.1089 -0.690
O -0.8661 -0.7921 -1.5266 -0.260
C -0.3440 1.1960 2.8130 -0.092
H 0.7384 -1.2268 3.9763 0.271
H 0.1567 4.2737 -2.7539 0.303
C 1.7163 1.9024 -2.5512 -0.564
H 2.2230 -4.4332 -0.6750 0.328
H 4.5687 -2.4324 -0.5717 0.331
H 0.8032 4.7006 -1.1633 0.342
C 2.8696 -1.9229 -1.6254 -0.238
```

The calculated total energy comes out at -2075.683894 Ha. The value obtained for the lowest unoccupied orbital energy is -0.3601 hartree. As for the spin multiplicity: 1. As for the total charge: +3. The calculation puts the gap between HOMO and LUMO at 7.04 eV.